No. 1
The following is a DFT calculation (the ωB97M-V functional and the def2-TZVPD basis) of C31H22BiCl2N6O3S as an isolated structure.

The geometry in XYZ format:
```
66
Properties=species:S:1:pos:R:3:forces:R:3:lowdin_charge:R:1
Bi -0.443 -1.485 0.486 -0.2 0.3 0.1 1.994
C 4.169 -1.496 1.334 0.0 0.0 0.0 -0.009
C 2.765 -1.798 0.922 0.0 0.1 0.0 -0.243
N 1.793 -0.972 1.091 0.2 -0.3 0.0 -0.089
N 2.043 0.241 1.667 -0.3 0.1 0.1 0.080
C 0.924 0.788 2.110 0.3 0.1 0.0 -0.444
O -0.237 0.242 2.055 0.1 -0.3 -0.2 -0.224
C 1.020 2.139 2.723 0.0 -0.1 0.0 -0.152
C -0.046 2.606 3.486 0.0 0.0 0.0 -0.030
C 0.008 3.865 4.064 0.0 0.0 0.0 -0.075
C 1.126 4.667 3.871 0.0 0.0 0.0 -0.077
C 2.189 4.206 3.102 0.0 0.0 0.0 -0.071
C 2.141 2.944 2.533 0.0 0.0 0.0 -0.025
C 2.459 -3.111 0.294 -0.1 0.0 -0.1 -0.215
C 3.439 -4.078 0.137 0.1 0.0 0.0 0.008
C 3.105 -5.289 -0.449 0.1 -0.1 0.0 -0.027
C 1.806 -5.507 -0.871 0.0 0.0 -0.1 -0.032
C 0.880 -4.496 -0.679 0.1 0.2 0.1 -0.103
N 1.200 -3.333 -0.110 0.0 -0.3 0.1 -0.017
H 4.218 -0.504 1.765 0.0 0.0 0.0 0.071
H 4.836 -1.550 0.471 0.0 0.0 0.0 0.099
H 4.516 -2.223 2.073 0.0 0.0 0.0 0.097
H -0.908 1.964 3.624 0.0 0.0 0.0 0.109
H -0.817 4.223 4.667 0.0 0.0 0.0 0.104
H 1.169 5.652 4.319 0.0 0.0 0.0 0.106
H 3.058 4.836 2.952 0.0 0.0 0.0 0.107
H 2.961 2.574 1.931 0.0 0.0 0.0 0.109
H 4.451 -3.888 0.466 0.0 0.0 0.0 0.115
H 3.858 -6.057 -0.575 0.0 0.0 0.0 0.121
H 1.512 -6.436 -1.340 0.0 0.0 0.0 0.116
H -0.152 -4.606 -0.991 0.0 0.0 0.0 0.108
Cl -0.855 -0.599 -7.080 0.0 0.0 0.0 0.696
C -0.491 -0.741 -5.393 0.1 0.1 -0.1 -0.661
C 0.695 -0.196 -4.896 0.0 0.0 -0.1 -0.095
C 0.989 -0.289 -3.559 0.0 0.0 0.1 -0.572
Cl 2.469 0.386 -2.968 0.0 0.0 0.0 0.745
C 0.116 -0.916 -2.633 0.1 0.1 0.1 -0.364
O 0.457 -0.890 -1.371 -0.1 -0.1 0.0 -0.316
C -1.044 -1.510 -3.175 -0.1 -0.1 0.0 -0.121
C -1.942 -2.357 -2.423 0.0 0.0 0.0 -0.176
O -1.821 -2.729 -1.258 0.0 0.1 -0.1 -0.137
C -1.338 -1.395 -4.547 -0.2 -0.1 0.0 -0.056
H 1.383 0.303 -5.567 0.0 0.0 0.0 0.116
H -2.802 -2.733 -2.999 0.0 0.0 0.0 0.137
H -2.244 -1.851 -4.931 0.0 0.0 0.0 0.120
N -3.265 2.024 0.619 0.0 0.2 0.1 0.196
C -2.344 2.717 -0.149 -0.1 -0.1 0.0 -0.173
C -2.243 4.064 -0.477 0.0 0.0 0.1 -0.005
C -1.171 4.424 -1.267 0.0 0.0 0.0 -0.067
C -0.236 3.470 -1.701 0.0 0.0 0.0 -0.057
C -0.352 2.135 -1.373 0.1 -0.1 0.0 0.000
C -1.442 1.751 -0.592 0.1 -0.1 -0.1 -0.188
N -1.839 0.498 -0.105 0.0 0.0 0.1 0.057
C -2.901 0.725 0.641 -0.1 0.0 -0.2 -0.273
C -3.633 -0.277 1.411 0.2 0.0 -0.1 -0.324
C -4.697 -0.050 2.230 -0.1 0.1 0.0 -0.334
S -5.220 -1.516 2.912 0.0 -0.2 0.0 1.081
C -3.978 -2.343 2.074 0.0 0.1 0.1 -0.432
N -3.220 -1.584 1.340 -0.1 0.0 0.0 -0.035
H -4.047 2.426 1.105 0.0 0.0 0.0 0.165
H -2.958 4.793 -0.115 0.0 0.0 0.0 0.116
H -1.042 5.461 -1.548 0.0 0.0 0.0 0.110
H 0.604 3.792 -2.303 0.0 0.0 0.0 0.111
H 0.402 1.424 -1.679 -0.1 0.1 0.0 0.055
H -5.189 0.879 2.474 0.0 -0.1 -0.1 0.083
H -3.845 -3.414 2.173 0.0 0.1 0.0 0.090
```
Positions in Å, forces in eV/Å.

The energy relative to the best compared isomer or geometry (same formula, charge and spin) comes out at 0.00 kJ/mol. The net charge is +1. The value obtained for the HOMO energy is -10.687 eV. The calculation puts the gap between HOMO and LUMO at 7.6 eV.

No. 2
The following is a DFT calculation (the ωB97M-V functional and the def2-TZVPD basis) of C31H22Cl3N5OPRuSeSi as an isolated structure.

The geometry in XYZ format:
```
66
Properties=species:S:1:pos:R:3:forces:R:3:lowdin_charge:R:1
Ru 0.742 -0.203 -0.980 0.1 0.0 0.0 0.793
O 3.270 0.925 -1.872 0.0 0.0 0.0 -0.083
N 2.834 0.121 -0.836 -0.1 0.0 0.0 -0.158
C 3.735 -0.371 -0.076 0.0 0.0 0.0 -0.055
C 3.554 -1.188 1.120 0.0 0.0 0.0 -0.202
C 4.737 -1.669 1.674 0.0 0.0 0.0 0.016
C 4.736 -2.430 2.838 0.0 0.0 0.0 0.008
C 3.543 -2.705 3.477 0.0 0.0 0.0 0.001
C 2.347 -2.232 2.944 0.0 0.0 0.0 -0.033
C 2.334 -1.479 1.772 0.0 0.0 0.0 -0.288
P 0.737 -0.926 1.204 0.0 -0.1 -0.1 1.029
C -0.534 -1.965 1.878 0.0 0.0 0.0 -0.381
C -0.496 -3.338 1.596 0.0 0.0 0.0 -0.117
C -1.456 -4.174 2.135 0.0 0.0 0.0 -0.028
C -2.446 -3.651 2.965 0.0 0.0 0.0 -0.011
C -2.468 -2.297 3.269 0.0 0.0 0.0 -0.025
C -1.515 -1.447 2.730 0.0 0.0 0.0 -0.059
C 0.439 0.820 1.365 0.0 0.0 0.0 -0.367
C -0.856 1.345 1.169 0.0 0.0 0.0 -0.098
C -1.066 2.707 1.248 0.0 0.0 0.0 -0.026
C 0.002 3.555 1.523 0.0 0.0 0.0 0.006
C 1.286 3.049 1.740 0.0 0.0 0.0 -0.022
C 1.509 1.693 1.662 0.0 0.0 0.0 -0.054
H 4.242 0.900 -1.919 0.0 0.0 0.0 0.131
H 4.773 -0.145 -0.315 0.0 0.0 0.0 0.155
H 5.680 -1.448 1.189 0.0 0.0 0.0 0.134
H 5.671 -2.798 3.240 0.0 0.0 0.0 0.137
H 3.529 -3.284 4.390 0.0 0.0 0.0 0.135
H 1.421 -2.456 3.456 0.0 0.0 0.0 0.119
H 0.288 -3.759 0.979 0.0 0.0 0.0 0.089
H -1.428 -5.234 1.924 0.0 0.0 0.0 0.129
H -3.189 -4.311 3.393 0.0 0.0 0.0 0.131
H -3.219 -1.903 3.940 0.0 0.0 0.0 0.128
H -1.518 -0.402 3.008 0.0 0.0 0.0 0.110
H -1.686 0.682 0.962 0.0 0.0 0.0 0.108
H -2.061 3.111 1.111 0.0 0.0 0.0 0.132
H -0.167 4.622 1.594 0.0 0.0 0.0 0.135
H 2.097 3.719 1.990 0.0 0.0 0.0 0.132
H 2.496 1.294 1.862 0.0 0.0 0.0 0.116
Se -5.254 3.425 -4.035 0.0 0.0 0.0 1.280
N -5.041 1.801 -3.362 0.0 0.0 0.0 -0.197
C -3.801 1.719 -2.946 0.0 0.0 0.0 -0.338
C -3.240 0.532 -2.321 0.0 0.0 0.0 -0.059
C -3.975 -0.635 -2.088 0.0 0.0 0.0 0.067
C -3.352 -1.703 -1.482 0.0 0.0 0.0 0.016
C -2.013 -1.597 -1.120 0.0 0.0 0.0 -0.128
N -1.300 -0.492 -1.333 0.0 0.0 0.0 -0.081
C -1.903 0.564 -1.933 0.0 0.0 0.0 -0.176
C -1.080 1.740 -2.143 0.0 0.0 0.0 -0.144
N 0.219 1.660 -1.740 0.0 0.0 0.0 -0.014
C 0.990 2.747 -1.843 0.0 0.0 0.0 -0.078
C 0.523 3.941 -2.382 0.0 0.0 0.0 0.015
C -0.775 4.018 -2.834 0.0 0.0 0.0 0.071
C -1.605 2.899 -2.706 0.0 0.0 0.0 -0.057
C -2.996 2.888 -3.130 0.0 0.0 0.0 -0.338
N -3.587 3.913 -3.693 0.0 0.0 0.0 -0.197
H -5.013 -0.677 -2.391 0.0 0.0 0.0 0.142
H -3.880 -2.626 -1.288 0.0 0.0 0.0 0.133
H -1.503 -2.427 -0.654 0.0 0.0 0.0 0.085
H 2.009 2.652 -1.508 0.0 0.0 0.0 0.107
H 1.195 4.784 -2.452 0.0 0.0 0.0 0.134
H -1.171 4.923 -3.278 0.0 0.0 0.0 0.143
Cl -0.467 -1.666 -4.220 0.0 0.0 0.0 0.447
Si 1.090 -1.257 -3.035 -0.1 0.0 0.0 -0.588
Cl 1.239 -2.593 -1.374 0.0 0.0 0.0 0.449
Cl 2.795 -1.259 -4.058 0.0 0.0 0.0 0.442
```
Positions in Å, forces in eV/Å.

The energy relative to the best compared isomer or geometry (same formula, charge and spin) comes out at 0.00 kJ/mol. The net charge is +3. The value obtained for the HOMO energy is -16.381 eV. The calculation puts the gap between HOMO and LUMO at 5.9 eV.

No. 3
The following is a DFT calculation (the ωB97M-V functional and the def2-TZVPD basis) of C31H22Cl5N6O5Ru as an isolated structure.

The geometry in XYZ format:
```
70
Properties=species:S:1:pos:R:3:forces:R:3:lowdin_charge:R:1
Ru -1.129 0.987 -0.724 -0.2 0.2 0.2 1.674
Cl -3.664 7.850 -0.303 0.0 0.0 0.0 0.720
C -3.288 6.206 -0.607 0.0 0.1 0.0 -0.699
C -2.112 5.656 -0.106 0.1 -0.1 0.0 -0.695
Cl -1.021 6.611 0.812 0.0 0.0 0.0 0.717
C -1.821 4.320 -0.352 0.2 0.1 0.1 -0.562
Cl -0.327 3.624 0.188 -0.1 0.1 -0.1 0.797
C -2.683 3.515 -1.091 -0.1 -0.3 0.0 -0.410
O -2.440 2.230 -1.329 0.0 0.4 -0.2 -0.275
C -3.855 4.080 -1.608 -0.1 0.1 0.0 -0.606
Cl -4.896 3.079 -2.532 0.0 0.0 0.0 0.762
C -4.156 5.414 -1.365 0.0 0.0 0.0 -0.690
Cl -5.600 6.086 -1.993 0.0 0.0 0.0 0.727
C -2.286 -2.212 -3.522 0.0 0.0 -0.1 0.024
C -1.891 -0.836 -3.101 -0.2 0.3 0.1 -0.318
O -2.187 -0.468 -1.954 0.1 -0.5 0.2 -0.037
C -1.201 0.073 -4.016 0.0 -0.2 -0.2 -0.093
C -1.372 -0.068 -5.401 0.1 0.0 0.1 -0.008
C -0.767 0.803 -6.281 0.0 0.0 0.0 -0.055
C 0.063 1.809 -5.787 0.0 0.0 0.0 -0.039
C 0.282 1.946 -4.430 0.0 0.0 -0.2 0.013
C -0.356 1.089 -3.541 0.0 0.1 0.4 -0.277
O -0.044 1.210 -2.234 0.2 -0.1 -0.5 -0.226
H -2.642 -2.766 -2.660 0.0 0.0 0.0 0.099
H -1.438 -2.717 -3.986 0.0 0.0 0.0 0.109
H -3.081 -2.159 -4.269 0.0 0.0 0.0 0.103
H -2.009 -0.856 -5.779 0.0 0.0 0.0 0.117
H -0.930 0.702 -7.345 0.0 0.0 0.0 0.113
H 0.552 2.487 -6.473 0.0 0.0 0.0 0.117
H 0.947 2.702 -4.035 0.0 0.0 0.0 0.129
N 0.036 2.236 3.558 -0.1 0.0 0.0 0.227
C -0.504 1.123 4.057 0.1 0.0 0.0 -0.452
N -0.112 0.662 5.238 -0.1 0.0 0.0 0.222
N -1.442 0.412 3.418 -0.1 0.0 0.1 0.166
C -1.745 0.697 2.217 0.0 0.0 0.0 -0.283
N -2.037 0.909 1.106 -0.2 0.0 0.1 0.054
H 0.783 2.720 4.026 0.0 0.0 0.0 0.132
H -0.236 2.573 2.646 0.0 0.0 0.0 0.058
H 0.594 1.119 5.788 0.0 0.0 0.0 0.129
H -0.448 -0.244 5.523 0.0 0.0 0.0 0.112
O 1.784 1.853 0.587 0.2 0.0 0.0 -0.011
C 1.569 0.660 0.611 -0.3 -0.3 0.2 -0.552
N 2.361 -0.319 1.121 0.1 0.1 0.0 0.163
C 1.702 -1.613 1.212 0.0 0.0 0.0 -0.261
C 0.368 -1.282 0.509 0.0 0.1 0.0 -0.423
O -0.544 -2.044 0.293 0.0 0.0 0.0 0.093
N 0.387 0.049 0.163 0.4 -0.1 0.1 -0.021
C 1.495 -2.018 2.673 0.0 0.0 0.0 -0.144
C 2.622 -2.069 3.495 0.0 0.0 0.0 -0.024
C 2.511 -2.419 4.829 0.0 0.0 0.0 -0.067
C 1.267 -2.748 5.359 0.0 0.0 0.0 -0.089
C 0.149 -2.723 4.543 0.0 0.0 0.0 -0.089
C 0.258 -2.355 3.203 0.0 0.0 0.0 -0.039
C 2.422 -2.706 0.429 0.0 0.0 0.0 -0.149
C 1.955 -4.015 0.516 0.0 0.0 0.0 -0.017
C 2.576 -5.024 -0.199 0.0 0.0 0.0 -0.062
C 3.673 -4.737 -1.003 0.0 0.0 0.0 -0.078
C 4.139 -3.436 -1.091 0.0 0.0 0.0 -0.071
C 3.512 -2.419 -0.381 0.0 0.0 0.0 -0.025
H 3.177 -0.068 1.655 0.0 0.0 0.0 0.158
H 3.604 -1.861 3.083 0.0 0.0 0.0 0.122
H 3.396 -2.460 5.450 0.0 0.0 0.0 0.109
H 1.181 -3.047 6.396 0.0 0.0 0.0 0.108
H -0.819 -3.016 4.934 0.0 0.0 0.0 0.112
H -0.622 -2.365 2.577 0.0 0.0 0.0 0.107
H 1.104 -4.244 1.146 0.0 0.0 0.0 0.121
H 2.207 -6.039 -0.125 0.0 0.0 0.0 0.109
H 4.162 -5.529 -1.554 0.0 0.0 0.0 0.107
H 4.994 -3.205 -1.713 0.0 0.0 0.0 0.107
H 3.874 -1.403 -0.466 0.0 0.0 0.0 0.110
```
Positions in Å, forces in eV/Å.

The energy relative to the best compared isomer or geometry (same formula, charge and spin) comes out at 9.04 kJ/mol. The net charge is +1. The value obtained for the HOMO energy (alpha / beta) is -11.133 / -11.022 eV. The calculation puts the gap between HOMO and LUMO (alpha / beta) at 8.1 / 5.7 eV. The spin multiplicity is 5. As for the expectation value of S²: 6.02.